# 1
{
  "formula": "C4H13NO2",
  "method": "wB97M-V/def2-TZVPD",
  "elements": ["C", "C", "C", "N", "C", "H", "H", "H", "H", "H", "H", "H", "H", "H", "H", "H", "O", "H", "H", "O"],
  "positions_angstrom": [[1.9565, -0.1941, 0.3270], [1.4513, 0.6955, -0.7518], [0.3412, 1.4035, -0.5359], [-0.2824, 1.6044, 0.6820], [1.6249, 0.1672, -2.1472], [1.1999, -0.5653, 1.0185], [2.7273, -1.0092, 0.2706], [2.7422, 0.2491, 0.9951], [-0.2228, 1.8496, -1.3376], [-0.7197, 2.4306, 1.0376], [-0.2026, 0.8429, 1.3281], [0.7089, -0.3546, -2.5113], [1.9324, 1.0039, -2.8120], [2.5515, -0.4229, -2.2916], [-2.3906, -1.7707, 0.4897], [-2.5439, -1.8169, -1.0361], [-2.5486, -1.1960, -0.2997], [-1.7606, -0.6213, 2.2941], [-0.6886, -1.5457, 2.0025], [-1.6475, -1.5719, 2.1417]],
  "nbo_charge": [-0.668, -0.123, 0.043, -0.839, -0.634, 0.173, 0.240, 0.227, 0.184, 0.395, 0.356, 0.217, 0.216, 0.213, 0.490, 0.460, -0.968, 0.475, 0.470, -0.926],
  "gap_ev": 8.464,
  "smiles": "CC(C)=CN.O.O",
  "charge": 0,
  "e_lumo_ev": 0.56
}

=====

# 2
{
  "formula": "C39H58N13O3PS3Yb",
  "method": "wB97M-V/def2-TZVPD",
  "elements": ["Yb", "C", "C", "N", "N", "C", "S", "N", "N", "H", "H", "H", "H", "H", "H", "C", "C", "C", "P", "C", "C", "C", "C", "C", "C", "C", "C", "C", "C", "N", "C", "C", "C", "C", "C", "C", "C", "C", "C", "H", "H", "H", "H", "H", "H", "H", "H", "H", "H", "H", "H", "H", "H", "H", "H", "H", "H", "H", "H", "H", "H", "H", "H", "H", "H", "H", "H", "H", "H", "H", "N", "N", "C", "N", "S", "H", "H", "H", "H", "H", "O", "C", "N", "S", "O", "O", "C", "C", "C", "C", "C", "C", "H", "H", "H", "H", "C", "N", "C", "N", "C", "N", "C", "N", "C", "C", "H", "H", "H", "H", "H", "H", "H", "H", "H", "H", "H", "H"],
  "positions_angstrom": [[0.3567, -2.5877, 1.9150], [1.1646, -3.4385, -3.5583], [0.0416, -3.8946, -2.7469], [-0.9792, -4.6195, -3.1501], [-1.8193, -4.7217, -2.0754], [-1.3154, -4.1074, -0.9539], [-1.8108, -4.1790, 0.6634], [-0.2222, -3.4212, -1.4266], [0.3961, -2.3428, -0.7282], [0.8103, -2.6506, -4.2195], [1.5762, -4.2129, -4.2305], [1.9564, -3.0423, -2.9169], [-2.6971, -5.2381, -2.2188], [1.4165, -2.3343, -1.0004], [-0.0731, -1.5031, -1.1965], [-1.7846, 4.7983, -6.1803], [-1.0649, 4.9555, -4.8791], [-0.1741, 6.2233, -5.0744], [-0.4547, 3.3073, -4.1448], [0.7108, 2.7117, -5.4579], [1.3329, 1.3382, -5.1670], [1.7000, 3.6871, -6.0535], [0.5444, 3.6957, -2.7547], [1.9392, 3.8970, -2.7684], [2.5966, 4.3772, -1.5852], [4.0070, 4.8454, -1.6481], [1.8586, 4.4999, -0.4134], [0.5546, 4.1324, -0.3242], [-0.1943, 3.7453, -1.4791], [-1.4752, 3.1882, -1.5304], [-2.3019, 3.2402, -0.4577], [-2.9408, 1.9975, -0.1127], [-2.5407, 0.6862, -0.8175], [-4.0041, 1.9502, 0.8036], [-4.5426, 3.1906, 1.3128], [-5.8324, 3.2375, 2.0253], [-3.7458, 4.3037, 1.1409], [-2.6444, 4.3755, 0.2523], [-2.0462, 5.7148, -0.0529], [-2.4587, 5.6120, -6.4066], [-2.4646, 3.9297, -6.2191], [-1.0613, 4.6126, -7.0179], [-1.8637, 5.1407, -4.1439], [0.2834, 6.2015, -6.1057], [0.6570, 6.3800, -4.3422], [-0.7362, 7.1545, -5.1142], [-0.0124, 2.5419, -6.2369], [1.3532, 0.7668, -6.1227], [2.3618, 1.4570, -4.8068], [0.7876, 0.7442, -4.3605], [2.6541, 3.1118, -6.2590], [1.8874, 4.3838, -5.2807], [1.2838, 4.2348, -6.9079], [2.5199, 3.5801, -3.6383], [4.3151, 5.4186, -2.5351], [4.7900, 4.0632, -1.3591], [4.0758, 5.5593, -0.8202], [2.2833, 4.9111, 0.5000], [0.1535, 3.9991, 0.6662], [-1.5304, 0.7796, -1.2233], [-3.2580, 0.3805, -1.5803], [-2.4947, -0.1087, -0.0662], [-4.4737, 0.9976, 1.0201], [-6.6896, 3.2918, 1.3365], [-5.8300, 4.1501, 2.6363], [-5.9414, 2.3893, 2.6968], [-4.1119, 5.1885, 1.6068], [-2.6537, 6.4803, 0.4485], [-1.9982, 5.9144, -1.1578], [-1.0304, 5.8487, 0.3571], [3.5929, -0.6833, 2.7129], [3.0070, -0.1593, 3.8899], [1.7274, 0.2140, 3.9608], [1.3710, 0.6830, 5.1559], [0.6961, 0.0288, 2.6067], [3.0552, -0.3228, 1.8752], [3.4576, -1.6788, 2.7292], [3.6939, -0.1484, 4.6316], [1.9990, 0.5645, 5.9532], [0.4591, 1.0094, 5.3392], [1.2843, -4.5991, 2.1294], [2.3831, -4.3477, 1.4591], [3.0534, -3.1818, 1.5697], [4.0711, -2.8728, 0.2404], [3.3907, -1.9923, -0.6799], [5.3736, -2.4947, 0.7236], [3.9441, -4.5675, -0.2748], [4.8210, -5.2571, -1.0485], [4.7156, -6.6288, -1.1600], [3.7035, -7.2683, -0.3954], [2.7514, -6.5566, 0.3246], [2.9529, -5.1898, 0.4343], [5.6601, -4.7474, -1.5056], [5.4074, -7.2401, -1.7690], [3.7925, -8.2951, -0.0762], [1.8906, -7.0748, 0.7813], [-1.5497, -4.5511, 4.0773], [-1.0230, -3.1481, 3.8614], [-2.2025, -2.2580, 3.8896], [-3.0507, -2.3098, 5.1050], [-3.5855, -3.7040, 5.2794], [-2.3995, -4.6408, 5.2483], [-1.5152, -4.3413, 6.4321], [-0.9871, -2.9911, 6.3280], [-0.1951, -2.8290, 5.0597], [-2.1757, -2.0806, 6.3153], [-0.6593, -5.2179, 4.2439], [-2.0091, -4.8204, 3.1361], [-2.8362, -2.4829, 3.0289], [-1.9204, -1.2231, 3.8201], [-4.3169, -3.8869, 4.4769], [-4.0239, -3.7212, 6.3203], [-0.7326, -5.0890, 6.4950], [-2.1123, -4.4067, 7.3471], [0.7641, -3.4049, 5.0722], [-0.0054, -1.7432, 5.0341], [-1.9730, -1.0237, 6.2866], [-2.8415, -2.2392, 7.1816]],
  "mulliken_spin": [0.000, 0.000, 0.000, 0.000, 0.000, 0.000, 0.000, 0.000, 0.000, 0.000, 0.000, 0.000, 0.000, 0.000, 0.000, 0.002, 0.020, 0.001, 0.022, 0.005, 0.000, 0.002, 0.121, -0.092, 0.165, -0.015, -0.075, 0.187, -0.034, 0.499, -0.014, 0.073, 0.005, -0.055, 0.088, -0.004, -0.042, 0.102, 0.004, 0.000, 0.000, 0.000, -0.006, 0.000, 0.000, 0.000, 0.003, 0.000, 0.000, 0.000, -0.001, 0.000, 0.001, -0.010, 0.006, 0.017, 0.002, -0.002, 0.014, -0.015, 0.006, 0.006, 0.001, 0.008, 0.001, 0.003, -0.001, 0.000, 0.004, -0.002, 0.000, 0.000, 0.000, 0.000, 0.000, 0.000, 0.000, 0.000, 0.000, 0.000, 0.000, 0.000, 0.000, 0.000, 0.000, 0.000, 0.000, 0.000, 0.000, 0.000, 0.000, 0.000, 0.000, 0.000, 0.000, 0.000, 0.000, 0.000, 0.000, 0.000, 0.000, 0.000, 0.000, 0.000, 0.000, 0.000, 0.000, 0.000, 0.000, 0.000, 0.000, 0.000, 0.000, 0.000, 0.000, 0.000, 0.000, 0.000],
  "gap_ev": [6.093, 6.216],
  "spin_multiplicity": 2,
  "charge": 1,
  "e_lumo_ev": [-2.69, -3.02]
}

=====

# 3
{
  "formula": "C51H43N8P2Se2Zr",
  "method": "wB97M-V/def2-TZVPD",
  "elements": ["Zr", "C", "N", "C", "C", "C", "C", "C", "C", "N", "C", "C", "C", "C", "C", "C", "N", "C", "C", "C", "C", "C", "N", "H", "H", "H", "H", "H", "H", "H", "H", "H", "H", "H", "H", "H", "H", "H", "H", "H", "H", "Se", "P", "C", "C", "C", "C", "C", "C", "C", "C", "C", "C", "C", "C", "C", "C", "N", "N", "N", "P", "Se", "C", "C", "C", "C", "C", "C", "C", "C", "C", "C", "C", "C", "H", "H", "H", "H", "H", "H", "H", "H", "H", "H", "H", "H", "H", "H", "H", "H", "H", "H", "H", "H", "N", "C", "C", "C", "C", "C", "C", "C", "H", "H", "H", "H", "H"],
  "positions_angstrom": [[-1.2852, 1.5887, -0.2290], [-2.6585, 4.0974, 1.1802], [-2.9314, 3.2127, 0.0048], [-4.2620, 2.5692, 0.1152], [-4.3650, 1.3666, -0.7866], [-5.5915, 0.8020, -1.0879], [-5.6228, -0.3642, -1.8339], [-4.4261, -0.9238, -2.2668], [-3.2451, -0.2988, -1.9376], [-3.2097, 0.8309, -1.2065], [-2.8172, 3.9953, -1.2618], [-1.3723, 4.3792, -1.5073], [-1.0260, 5.4702, -2.2803], [0.3203, 5.7675, -2.4436], [1.2748, 4.9692, -1.8278], [0.8544, 3.8841, -1.0857], [-0.4467, 3.5943, -0.9335], [-1.7928, 3.4266, 2.2139], [-2.0050, 3.6125, 3.5631], [-1.1000, 3.0640, 4.4666], [-0.0158, 2.3495, 3.9856], [0.1034, 2.1675, 2.6213], [-0.7683, 2.6854, 1.7436], [-3.5970, 4.4491, 1.6121], [-2.1243, 4.9784, 0.8169], [-5.0610, 3.2848, -0.1035], [-4.3861, 2.2440, 1.1531], [-6.5035, 1.2649, -0.7363], [-6.5672, -0.8337, -2.0737], [-4.4090, -1.8336, -2.8489], [-2.2898, -0.7061, -2.2468], [-3.4245, 4.9031, -1.1962], [-3.2065, 3.3948, -2.0882], [-1.7926, 6.0891, -2.7266], [0.6199, 6.6241, -3.0318], [2.3301, 5.1805, -1.9193], [1.5600, 3.2105, -0.6144], [-2.8553, 4.1868, 3.9051], [-1.2439, 3.1946, 5.5304], [0.7107, 1.9027, 4.6504], [0.9004, 1.5586, 2.2117], [1.7039, -4.0861, 2.0309], [2.7843, -2.8197, 0.7537], [3.2736, -3.5232, -0.8244], [4.1505, -2.8143, -1.6488], [4.5509, -3.3662, -2.8523], [4.0890, -4.6238, -3.2270], [3.2267, -5.3298, -2.4028], [2.8154, -4.7822, -1.1959], [4.2618, -2.0873, 1.4796], [4.4561, -0.7193, 1.6464], [5.6166, -0.2535, 2.2506], [6.5833, -1.1496, 2.6799], [6.3941, -2.5158, 2.5097], [5.2367, -2.9863, 1.9156], [1.7343, -1.3876, 0.3160], [0.4709, -1.0273, 0.7480], [0.1907, 0.1302, 0.0896], [1.2352, 0.4633, -0.6874], [2.1521, -0.4355, -0.5745], [-0.7461, -1.4875, 2.0011], [-2.4145, -0.0398, 1.6633], [-0.1239, -1.1480, 3.6436], [-1.0514, -1.0568, 4.6836], [-0.6162, -0.7664, 5.9662], [0.7337, -0.5390, 6.2065], [1.6520, -0.6017, 5.1670], [1.2290, -0.9135, 3.8844], [-1.5105, -3.0780, 1.7765], [-1.8086, -3.4879, 0.4790], [-2.4039, -4.7193, 0.2776], [-2.7269, -5.5191, 1.3680], [-2.4505, -5.0931, 2.6594], [-1.8343, -3.8700, 2.8716], [4.5298, -1.8474, -1.3438], [5.2382, -2.8283, -3.4904], [4.4195, -5.0603, -4.1597], [2.8860, -6.3148, -2.6904], [2.1559, -5.3309, -0.5348], [3.7229, -0.0075, 1.2887], [5.7726, 0.8097, 2.3735], [7.4897, -0.7851, 3.1435], [7.1497, -3.2137, 2.8421], [5.0858, -4.0530, 1.7981], [-2.1078, -1.2130, 4.4999], [-1.3289, -0.7196, 6.7779], [1.0708, -0.3181, 7.2103], [2.7034, -0.4329, 5.3567], [1.9572, -0.9907, 3.0923], [-1.5400, -2.8672, -0.3707], [-2.6088, -5.0661, -0.7261], [-3.1931, -6.4816, 1.2093], [-2.6998, -5.7207, 3.5033], [-1.5735, -3.5631, 3.8763], [-0.8503, 1.4251, -2.5140], [-0.6459, 1.3785, -3.6479], [-0.3828, 1.3147, -5.0428], [0.7451, 1.9688, -5.5486], [1.0078, 1.8880, -6.9023], [0.1561, 1.1660, -7.7318], [-0.9639, 0.5176, -7.2221], [-1.2432, 0.5870, -5.8710], [1.4015, 2.5174, -4.8862], [1.8764, 2.3812, -7.3140], [0.3685, 1.1076, -8.7906], [-1.6144, -0.0407, -7.8796], [-2.1103, 0.0885, -5.4595]],
  "mulliken_charge": [-0.837, -1.071, 0.811, -1.259, 0.338, -1.293, -0.437, -1.247, -0.384, 1.198, -0.756, 0.546, -1.100, -0.458, -0.948, -0.567, 0.937, 0.848, -1.296, -0.608, -1.061, -0.606, 0.707, 0.558, 0.381, 0.658, 0.625, 0.573, 0.466, 0.557, 0.786, 0.641, 0.458, 0.578, 0.500, 0.522, 0.517, 0.547, 0.482, 0.739, 0.876, -0.170, 1.014, 0.589, -0.344, -0.770, -0.469, -0.643, -0.615, 0.537, 0.111, -0.779, -0.601, -0.711, -0.759, 0.237, -1.163, 1.925, -0.121, -0.897, 0.704, -0.078, 0.878, -0.628, -0.827, -0.685, -0.781, -0.361, 0.695, -0.459, -0.874, -0.613, -0.808, -0.248, 0.388, 0.433, 0.421, 0.419, 0.342, 0.374, 0.457, 0.433, 0.450, 0.412, 0.574, 0.495, 0.446, 0.537, 0.183, 0.329, 0.469, 0.452, 0.465, 0.447, -0.293, 0.885, 0.097, -0.436, -0.728, -0.385, -0.733, -0.458, 0.514, 0.429, 0.429, 0.436, 0.510],
  "gap_ev": 5.422,
  "charge": 3,
  "e_lumo_ev": -8.46
}

=====

# 4
{
  "formula": "C5H5N",
  "method": "wB97M-V/def2-TZVPD",
  "elements": ["C", "C", "C", "C", "C", "H", "H", "H", "H", "H", "N"],
  "positions_angstrom": [[-0.0199, 0.2977, 0.4481], [1.1687, -0.5022, 0.1333], [2.3349, -0.8223, -0.2146], [-1.2461, -0.3755, 0.0924], [-2.3554, -0.7763, -0.2033], [-0.7411, 2.0983, -0.3012], [0.8245, 2.0146, 0.2230], [-0.0799, 0.4653, 1.5896], [3.5238, -0.9430, -0.3774], [-3.3523, -1.1193, -0.3486], [0.0760, 1.5079, -0.3315]],
  "nbo_charge": [-0.208, -0.022, -0.233, -0.010, -0.209, 0.370, 0.355, 0.221, 0.278, 0.238, -0.782],
  "gap_ev": 10.723,
  "smiles": "C#CC(N)C#C",
  "charge": 0,
  "e_lumo_ev": 0.85
}

=====

Q: What is the formula in the first record?
A: C4H13NO2